Molecular formula: C31H28IN6O3PdS
Method: DFT, ωB97M-V with the def2-TZVPD basis set

Element x y z (Å)
Pd 0.41 -0.73 -0.27
C 1.62 0.07 2.38
C 3.02 -0.20 1.86
C 3.30 0.34 0.47
C 4.43 1.11 0.27
C 4.75 1.73 -0.97
C 3.79 1.47 -2.01
C 2.68 0.72 -1.78
N 2.46 0.18 -0.57
N 0.50 -0.84 1.87
C -0.80 -0.48 2.42
C -1.83 -1.16 1.67
C -2.95 -1.65 2.33
C -4.05 -1.92 1.59
C -3.95 -1.84 0.20
C -2.78 -1.48 -0.40
N -1.75 -1.09 0.33
C 0.76 -2.23 2.22
C 1.59 -3.03 1.21
C 2.46 -3.92 1.72
C 3.34 -4.64 0.85
C 3.32 -4.27 -0.50
C 2.52 -3.17 -0.93
N 1.65 -2.58 -0.06
H 1.32 1.08 2.12
H 1.69 0.10 3.45
H 3.17 -1.29 1.86
H 3.75 0.29 2.50
H 5.02 1.31 1.11
H 5.50 2.50 -0.92
H 3.96 1.96 -2.95
H 1.92 0.51 -2.55
H -0.91 0.61 2.25
H -0.93 -0.65 3.48
H -2.97 -1.62 3.38
H -4.99 -2.19 1.92
H -4.82 -2.13 -0.35
H -2.59 -1.41 -1.46
H -0.19 -2.73 2.48
H 1.32 -2.24 3.18
H 2.38 -4.12 2.79
H 3.87 -5.58 1.22
H 3.91 -4.85 -1.20
H 2.55 -2.54 -1.86
I -3.19 0.66 -4.99
C -1.65 -0.58 -4.38
C -1.41 -1.79 -4.98
C -0.51 -2.60 -4.41
C 0.09 -2.29 -3.18
N -0.16 -1.05 -2.60
C -1.04 -0.20 -3.19
H -2.04 -2.13 -5.77
H -0.26 -3.61 -4.80
H 0.71 -3.00 -2.63
H -1.17 0.79 -2.75
O 0.43 2.84 1.20
S 0.38 3.05 -0.25
O -0.38 4.66 -0.20
N -0.82 2.25 -0.82
C -2.10 2.37 -0.57
O -3.03 1.72 -1.00
C -2.47 3.64 0.23
C -3.69 3.83 0.85
C -4.05 5.01 1.45
C -3.23 6.13 1.43
C -2.00 6.01 0.95
C -1.57 4.74 0.30
H -4.46 3.06 0.81
H -5.04 5.19 1.91
H -3.42 7.05 1.97
H -1.35 6.86 1.04

Summary:
Net charge ... +3
ΔE to the lowest compared entry with this formula, charge and spin ... 0.0 kcal per mole
Kohn-Sham gap (spin up / spin down) ... 7.680 / 4.175 eV
2S+1 ... 5

Molecular formula: C31H44BBr6O21S3
Method: DFT, ωB97M-V with the def2-TZVPD basis set

Element x y z (Å)
O -0.82 35.04 1.08
C -1.91 34.35 1.11
O -3.08 34.57 0.48
B -3.90 33.36 0.42
O -3.26 32.49 1.39
C -2.01 33.00 1.75
O -1.29 32.48 2.57
O -4.01 32.76 -0.92
C -5.28 32.64 -1.17
O -5.71 32.05 -2.21
C -6.04 33.26 0.04
O -5.22 33.58 0.98
O -7.18 33.34 0.05
Br 0.27 36.28 5.58
C -1.49 36.28 4.55
C -1.53 37.50 3.72
Br -3.26 37.84 2.84
H -2.38 36.05 5.14
H -1.31 35.60 3.72
H -0.76 37.47 2.94
H -1.27 38.28 4.44
Br -1.34 34.54 -3.95
C -1.35 35.64 -2.31
C 0.00 36.47 -2.34
Br 0.24 37.50 -0.74
H -1.33 34.87 -1.53
H -2.27 36.22 -2.23
H -0.22 37.11 -3.20
H 0.88 35.89 -2.62
Br -5.93 28.52 0.10
C -4.37 28.38 1.39
C -3.13 28.87 0.68
Br -1.58 28.44 1.87
H -4.18 27.37 1.73
H -4.63 29.09 2.18
H -3.13 29.93 0.43
H -2.97 28.39 -0.29
O 3.15 28.47 -1.41
S 2.88 28.99 -0.07
O 3.92 29.56 0.83
O 1.70 30.19 -0.21
C 0.68 30.01 -1.20
C -0.16 31.25 -1.31
C 1.82 27.69 0.71
H -0.02 29.29 -0.77
H 1.00 29.80 -2.22
H -0.92 31.28 -2.08
H 0.62 31.97 -1.58
H -0.60 31.50 -0.35
H 2.59 27.04 1.11
H 1.32 27.23 -0.14
H 1.21 28.20 1.45
O -3.77 30.99 7.49
S -2.47 31.19 6.88
O -1.44 31.88 7.59
O -1.85 29.61 6.68
C -0.80 29.37 5.79
C 0.18 28.32 6.28
C -2.62 31.86 5.22
H -0.24 30.31 5.72
H -1.22 29.21 4.80
H -0.13 27.30 6.03
H 0.17 28.31 7.37
H 1.18 28.49 5.89
H -2.94 31.11 4.49
H -1.61 32.16 4.95
H -3.15 32.81 5.29
O -14.14 33.79 -1.35
S -12.89 33.16 -0.83
O -12.81 31.68 -0.80
O -11.60 33.80 -1.64
C -10.46 32.99 -1.75
C -9.99 33.34 -3.20
C -12.45 33.79 0.91
H -10.75 31.94 -1.81
H -9.74 33.11 -0.94
H -10.33 34.28 -3.62
H -10.22 32.58 -3.95
H -8.92 33.52 -3.30
H -13.33 33.63 1.53
H -12.15 34.82 0.75
H -11.54 33.28 1.23
C -8.93 30.12 -2.09
C -8.40 30.24 -3.31
C -8.35 29.22 -4.38
O -8.04 29.35 -5.55
C -8.70 27.93 -3.84
C -9.25 27.79 -2.58
C -9.49 28.82 -1.66
O -10.01 28.72 -0.55
H -8.70 30.89 -1.37
H -8.01 31.23 -3.50
H -8.40 27.04 -4.38
H -9.39 26.76 -2.28
C -2.53 29.48 -3.62
C -3.82 29.17 -3.43
C -4.37 27.85 -3.19
O -5.49 27.55 -2.80
C -3.17 26.90 -3.13
C -1.86 27.22 -3.39
C -1.43 28.56 -3.76
O -0.29 28.86 -4.02
H -2.28 30.51 -3.84
H -4.53 29.99 -3.44
H -3.21 25.90 -2.72
H -1.05 26.55 -3.14

Summary:
Net charge ... -1
ΔE to the lowest compared entry with this formula, charge and spin ... 19.9 kcal per mole
Kohn-Sham gap ... 7.639 eV

Molecular formula: C4H8N2OS
Method: DFT, ωB97M-V with the def2-TZVPD basis set

Element x y z (Å)
N 2.18 -0.76 0.73
C 1.88 0.42 -0.08
C 0.39 0.73 -0.10
O -0.25 -0.03 -1.12
C -1.36 -0.73 -0.72
N -2.59 0.13 -0.72
C -2.96 0.56 0.34
S -3.38 1.08 1.76
H 2.73 -1.43 0.21
H 1.33 -1.21 1.05
H 2.40 1.30 0.31
H 2.18 0.26 -1.11
H -0.05 0.57 0.88
H 0.27 1.80 -0.32
H -1.53 -1.55 -1.41
H -1.24 -1.15 0.28

Summary:
SMILES ... NCCOCN=C=S
ΔE to the lowest compared entry with this formula, charge and spin ... 31.8 kcal per mole
Kohn-Sham gap ... 9.934 eV

Molecular formula: C5H6O2
Method: DFT, ωB97M-V with the def2-TZVPD basis set

Element x y z (Å)
O -3.71 0.34 -0.74
C -2.55 -0.01 -0.68
C -1.63 0.42 0.41
C -0.42 -0.09 0.49
C 0.73 -0.68 0.59
C 2.05 -0.23 0.02
O 1.96 0.84 -0.89
H -2.09 -0.69 -1.42
H -2.02 1.12 1.14
H 0.75 -1.61 1.17
H 2.73 0.00 0.85
H 2.50 -1.06 -0.53
H 1.71 1.63 -0.41

Summary:
SMILES ... O=CC=C=CCO
ΔE to the lowest compared entry with this formula, charge and spin ... 49.9 kcal per mole
Kohn-Sham gap ... 10.075 eV

Molecular formula: C9H30NNaO7
Method: DFT, ωB97M-V with the def2-TZVPD basis set

Element x y z (Å)
Na -0.63 -1.39 0.59
C -0.25 2.44 1.40
C 0.10 1.66 -0.01
C 0.82 2.74 -0.97
C 1.48 2.17 -2.22
C 2.48 1.09 -1.76
C 1.80 -0.06 -0.92
N 1.08 0.52 0.24
O 0.64 -0.46 1.24
C 3.03 -0.93 -0.55
C 0.90 -0.97 -1.83
C -1.15 1.08 -0.63
H 0.65 2.73 1.93
H -0.91 1.83 2.02
H -0.82 3.37 1.32
H 1.58 3.25 -0.37
H 0.15 3.49 -1.40
H 1.83 3.09 -2.70
H 0.66 1.82 -2.84
H 3.30 1.56 -1.23
H 2.95 0.74 -2.68
H 3.67 -0.48 0.21
H 3.53 -1.12 -1.50
H 2.75 -1.88 -0.10
H 1.45 -1.32 -2.71
H 0.05 -0.47 -2.27
H 0.59 -1.84 -1.25
H -2.06 1.52 -0.23
H -1.27 0.01 -0.44
H -1.19 1.28 -1.70
O -1.73 -0.23 1.43
H -1.03 0.13 1.98
H -2.35 0.50 1.32
O -0.28 0.10 2.76
H 0.18 -0.29 2.02
H 0.40 0.57 3.25
O -3.31 -1.53 1.55
H -2.44 -1.14 1.53
H -3.91 -0.79 1.48
O -2.25 -2.21 0.10
H -2.91 -1.69 0.57
H -2.75 -2.70 -0.55
O -0.27 -2.47 -0.62
H -0.08 -2.31 -1.55
H -0.02 -3.38 -0.48
O -1.26 -2.37 2.25
H -2.21 -2.39 2.20
H -0.99 -3.28 2.13

Summary:
Kohn-Sham gap ... 6.769 eV

Molecular formula: C45H27FeN12S
Method: DFT, ωB97M-V with the def2-TZVPD basis set

Element x y z (Å)
Fe 0.52 0.66 1.15
C 3.05 -1.05 -4.94
C 2.18 -2.05 -4.52
C 1.56 -1.97 -3.28
C 1.86 -0.88 -2.48
C 1.32 -0.49 -1.13
N 2.33 1.15 0.59
C 2.92 0.25 1.52
C 4.27 -0.27 1.58
C 5.54 0.29 1.52
C 6.63 -0.57 1.53
C 6.46 -1.96 1.58
C 5.19 -2.52 1.60
C 4.10 -1.66 1.60
C 2.66 -1.87 1.53
N 2.01 -2.97 1.03
C 1.02 -2.77 0.25
N 0.59 -1.59 -0.44
C -0.70 -1.84 -0.98
N -1.49 -0.95 -1.55
C -1.02 0.27 -1.64
N 0.28 0.57 -1.21
C 0.66 1.86 -1.75
N 1.84 2.20 -2.03
C 2.75 1.10 -1.79
N 2.51 0.32 -0.63
C 2.74 0.11 -2.90
C 3.34 0.05 -4.13
C -0.63 2.49 -2.11
C -0.90 3.79 -2.51
C -2.20 4.08 -2.91
C -3.19 3.09 -2.92
C -2.91 1.79 -2.53
C -1.62 1.51 -2.11
C -1.03 -3.22 -0.75
C -2.17 -3.95 -1.07
C -2.23 -5.27 -0.65
C -1.18 -5.84 0.09
C -0.06 -5.10 0.42
C 0.00 -3.79 -0.03
N 2.01 -0.74 1.71
H 3.52 -1.13 -5.92
H 1.98 -2.89 -5.17
H 0.86 -2.74 -2.96
H 5.68 1.37 1.46
H 7.63 -0.16 1.50
H 7.33 -2.60 1.58
H 5.06 -3.60 1.61
H 4.02 0.82 -4.46
H -0.12 4.54 -2.51
H -2.45 5.09 -3.22
H -4.19 3.35 -3.25
H -3.67 1.02 -2.55
H -2.98 -3.49 -1.63
H -3.10 -5.87 -0.89
H -1.27 -6.87 0.41
H 0.75 -5.52 1.01
N -2.49 -3.00 2.19
C -1.66 -1.93 2.37
S -0.38 -2.04 3.46
N -2.10 -0.85 1.70
N -1.28 0.21 1.73
C -1.81 1.39 1.76
C -3.29 1.61 1.79
C -4.09 1.15 0.76
C -5.46 1.35 0.80
C -6.04 1.99 1.88
C -5.25 2.44 2.93
C -3.87 2.25 2.88
C -0.87 2.52 1.96
C -1.27 3.85 1.76
C -0.39 4.86 2.09
C 0.87 4.55 2.59
C 1.22 3.22 2.70
N 0.37 2.22 2.42
H -2.20 -3.87 2.58
H -3.15 -2.98 1.43
H -3.63 0.62 -0.07
H -6.08 0.99 -0.02
H -7.11 2.13 1.92
H -5.70 2.93 3.78
H -3.25 2.60 3.70
H -2.25 4.05 1.35
H -0.68 5.89 1.95
H 1.58 5.32 2.86
H 2.21 2.92 3.03

Summary:
ΔE to the lowest compared entry with this formula, charge and spin ... 180.0 kcal per mole
Kohn-Sham gap (spin up / spin down) ... 6.033 / 5.431 eV
2S+1 ... 6

Number 1: DFT total energy -2575.02362 a.u.. Number 2: DFT total energy -19451.25850 a.u.. Number 3: DFT total energy -740.11128 a.u.. Number 4: DFT total energy -344.52233 a.u.. Number 5: DFT total energy -1103.83638 a.u.. Number 6: DFT total energy -4049.83045 a.u..